1.
{"formula": "C9H18F13FeN8O29S7", "method": "ωB97M-V with the def2-TZVPD basis set", "elements": ["Fe", "C", "F", "F", "F", "S", "O", "O", "O", "C", "F", "F", "F", "S", "O", "O", "O", "C", "F", "F", "F", "S", "O", "O", "O", "N", "S", "O", "O", "F", "S", "O", "O", "F", "N", "S", "O", "O", "F", "S", "O", "O", "F", "C", "N", "O", "O", "H", "H", "H", "C", "N", "O", "O", "H", "H", "H", "C", "N", "O", "O", "H", "H", "H", "C", "N", "O", "O", "H", "H", "H", "C", "N", "O", "O", "H", "H", "H", "C", "N", "O", "O", "H", "H", "H"], "coordinates": [[-0.46482, -1.73397, 0.23916], [4.06146, -1.42597, 1.45082], [3.68542, -0.77486, 2.59161], [4.11934, -0.59341, 0.43475], [5.25480, -1.82033, 1.75605], [2.75045, -2.78839, 1.11547], [3.25911, -3.74848, 0.14660], [2.58974, -3.42765, 2.38003], [1.52784, -2.11065, 0.67182], [4.38940, 2.10130, -2.68679], [3.72678, 2.61502, -1.53755], [5.12020, 1.02687, -2.23945], [3.40355, 1.70291, -3.55404], [5.49305, 3.54818, -3.46253], [4.62408, 4.73992, -3.78246], [6.53892, 3.82973, -2.51149], [6.21981, 3.03502, -4.67150], [0.49011, -2.47638, -4.16153], [1.50963, -1.62863, -4.20981], [-0.67921, -1.80629, -4.30628], [0.63302, -3.34394, -5.14010], [0.52061, -3.33227, -2.47583], [1.84123, -4.00941, -2.15633], [0.14644, -2.23685, -1.56509], [-0.50105, -4.34153, -2.47989], [-2.30563, -2.03595, 0.00096], [-3.55672, -2.85924, 0.55540], [-3.80280, -4.19846, 0.11828], [-4.72923, -2.11248, 0.99801], [-2.80024, -3.10071, 1.95379], [-3.35706, -1.67857, -1.36341], [-4.23175, -0.55837, -1.26500], [-3.72882, -2.80860, -2.20903], [-2.09966, -1.03759, -2.21926], [-0.22031, 0.08796, 0.09158], [0.83012, 1.10993, -0.56630], [1.86172, 1.55362, 0.34161], [0.51937, 1.79042, -1.82230], [1.64146, -0.06986, -1.27020], [-1.06837, 1.52710, 0.63398], [-1.92162, 2.16151, -0.35114], [-0.59686, 2.34904, 1.72525], [-2.12588, 0.57378, 1.31301], [-3.33520, 3.91470, -3.08997], [-2.96987, 3.70431, -4.51446], [-2.55414, 4.77698, -5.06096], [-3.12726, 2.55686, -5.06360], [-3.96388, 3.08811, -2.75893], [-3.91442, 4.83483, -3.01270], [-2.44310, 3.83379, -2.46890], [5.69287, -2.05884, -3.44111], [4.64089, -2.55514, -2.54425], [3.75782, -1.78989, -2.17127], [4.68434, -3.82748, -2.32285], [6.68871, -2.19830, -3.02046], [5.65061, -0.97549, -3.55365], [5.44057, -2.43720, -4.43171], [-4.74915, -2.33449, 4.48566], [-4.42094, -1.01674, 3.76883], [-5.27918, -0.16456, 3.83073], [-3.30026, -0.91601, 3.36535], [-5.44199, -2.96143, 3.92440], [-5.18395, -2.23885, 5.48060], [-3.82619, -2.91418, 4.47106], [-0.38715, -1.24371, 4.60329], [-0.15206, -0.85533, 3.17832], [0.49435, 0.13351, 2.95977], [-0.44215, -1.74855, 2.31881], [-1.10871, -0.63376, 5.14680], [0.50619, -1.14039, 5.21923], [-0.63805, -2.30366, 4.64410], [2.30888, 2.47281, 3.62479], [2.15824, 3.94566, 3.99142], [1.12707, 4.31636, 4.55763], [3.10641, 4.68045, 3.72817], [1.52753, 2.04381, 4.25212], [3.34680, 2.37760, 3.94380], [2.30833, 2.28175, 2.55166], [-5.32421, 1.70894, 1.12071], [-4.54475, 2.92490, 0.80679], [-3.60987, 3.17045, 1.61448], [-4.87810, 3.59612, -0.19718], [-5.37102, 1.55118, 2.19822], [-4.68984, 0.99461, 0.59592], [-6.35215, 1.71238, 0.75817]], "lowdin_charge": [1.0619, -0.6512, 0.0790, 0.1586, 0.1810, 0.5310, -0.2774, -0.3048, -0.3726, -0.4835, 0.0255, 0.0715, 0.0799, 0.5056, -0.3890, -0.3708, -0.4116, -0.6389, 0.1513, 0.1211, 0.1620, 0.6045, -0.2900, -0.3986, -0.2890, -0.3155, 0.4801, -0.2137, -0.2519, -0.2078, 0.6217, -0.2214, -0.2042, -0.1956, -0.3164, 0.5007, -0.2200, -0.1886, -0.1855, 0.5787, -0.2347, -0.2070, -0.1957, 0.0186, -0.3667, 0.0177, 0.0290, 0.0820, 0.0985, 0.0995, 0.0257, -0.3652, 0.0509, 0.0052, 0.1001, 0.0796, 0.1031, 0.0533, -0.4129, 0.0685, 0.0476, 0.0938, 0.0907, 0.0835, 0.0723, -0.2804, 0.1270, -0.0672, 0.1038, 0.1083, 0.1071, 0.0573, -0.4242, 0.0306, 0.0456, 0.0820, 0.0982, 0.0779, 0.0386, -0.3855, 0.0344, 0.0382, 0.0757, 0.0767, 0.1023], "charge": -2, "spin_multiplicity": 6, "homo_ev": [-3.762, -3.762], "homo_lumo_gap_ev": [5.166, 3.736], "total_energy_ev": -226461.4402, "s2": 8.76}

***

2.
{"formula": "C3H2Br2P2", "method": "ωB97M-V with the def2-TZVPD basis set", "elements": ["Br", "C", "C", "P", "P", "C", "Br", "H", "H"], "coordinates": [[3.59394, -1.37960, -0.90098], [2.17466, -0.27098, -1.23184], [0.88705, -0.35426, -0.18449], [-0.14929, 1.01730, -0.30988], [0.54355, 1.63648, -2.21851], [2.03057, 0.71610, -2.16401], [3.33730, 0.71707, -3.51630], [0.93763, -1.15189, 0.62638], [-1.43061, 0.29170, -0.33894]], "nbo_charge": [0.1486, -0.2029, -0.5522, 0.3832, 0.3082, -0.5326, 0.1239, 0.2520, 0.0718], "charge": 0, "homo_ev": [-8.142, -8.141], "homo_lumo_gap_ev": [6.876, 6.877], "total_energy_ev": -161802.8552}

***

3.
{"formula": "C38H96CrF9N7O16S2", "method": "ωB97M-V with the def2-TZVPD basis set", "elements": ["Cr", "C", "O", "O", "C", "F", "F", "F", "C", "C", "H", "H", "H", "H", "H", "H", "C", "F", "F", "F", "S", "O", "O", "N", "S", "O", "O", "C", "F", "F", "F", "C", "C", "O", "H", "H", "H", "H", "H", "H", "C", "C", "O", "H", "H", "H", "H", "H", "H", "C", "C", "O", "H", "H", "H", "H", "H", "H", "C", "C", "O", "H", "H", "H", "H", "H", "H", "C", "C", "C", "O", "C", "N", "H", "H", "H", "H", "H", "H", "H", "H", "H", "H", "H", "C", "C", "C", "O", "C", "N", "H", "H", "H", "H", "H", "H", "H", "H", "H", "H", "H", "C", "C", "C", "O", "C", "N", "H", "H", "H", "H", "H", "H", "H", "H", "H", "H", "H", "C", "C", "C", "O", "C", "N", "H", "H", "H", "H", "H", "H", "H", "H", "H", "H", "H", "C", "C", "C", "O", "C", "N", "H", "H", "H", "H", "H", "H", "H", "H", "H", "H", "H", "C", "C", "C", "O", "C", "N", "H", "H", "H", "H", "H", "H", "H", "H", "H", "H", "H"], "coordinates": [[-3.88214, 0.04015, 0.71332], [-0.46241, -0.77558, 0.68342], [-0.25694, -0.27921, -0.62473], [-1.82816, -0.47247, 0.92522], [0.00755, -2.25893, 0.69727], [-0.87738, -3.07789, 0.12962], [1.12429, -2.42571, 0.00399], [0.20403, -2.69592, 1.93461], [0.87502, 0.71470, -0.88959], [0.84262, 1.02314, -2.41119], [1.44264, 0.26769, -2.91851], [-0.12994, 0.90198, -2.88823], [1.31830, 1.97585, -2.64394], [1.82271, 0.57770, -0.36880], [0.40912, 1.58098, -0.41991], [0.16223, -0.18175, 1.35072], [-6.33812, 3.57701, 1.86154], [-6.29275, 2.99973, 3.00689], [-7.51749, 3.28138, 1.34786], [-6.47289, 4.92523, 2.12550], [-4.75642, 3.24869, 0.75545], [-5.27555, 2.84638, -0.54874], [-4.02682, 4.51070, 0.65214], [-3.77824, 1.87206, 1.41213], [-3.03116, 2.55700, 2.57566], [-3.69009, 3.59305, 3.44060], [-2.47010, 1.44992, 3.29083], [-1.48505, 3.33250, 1.63634], [-0.31743, 2.92069, 2.16656], [-1.35702, 3.05702, 0.31957], [-1.53058, 4.66466, 1.84748], [2.80559, 4.33042, 2.15952], [2.60207, 4.66365, 0.64321], [3.71203, 4.96487, -0.05688], [3.19583, 5.14242, 2.77308], [3.38106, 3.43537, 2.39578], [1.86578, 4.08035, 2.65180], [1.89219, 5.48698, 0.56385], [2.21207, 3.74567, 0.20355], [4.10163, 4.17008, -0.42852], [-0.14191, 4.70225, -2.54640], [-1.69007, 4.45474, -2.62991], [-2.08910, 3.08640, -2.82060], [0.23740, 4.52315, -3.55245], [0.32190, 3.96106, -1.89554], [0.09720, 5.69004, -2.15244], [-2.05295, 5.05151, -3.46673], [-2.16433, 4.88141, -1.74609], [-1.75716, 2.82651, -3.68308], [0.48791, -2.80190, -3.26152], [0.52803, -4.27011, -2.76109], [-0.60478, -4.56915, -2.03393], [0.23734, -2.20575, -2.38407], [-0.36494, -2.65694, -3.92466], [1.35856, -2.45506, -3.81810], [1.37563, -4.34749, -2.08014], [0.64393, -4.95880, -3.59797], [-0.65114, -3.90732, -1.34008], [0.88980, 0.93948, 4.49103], [1.65763, 2.10281, 5.20707], [2.80260, 1.55645, 5.74034], [0.07632, 1.36866, 3.90609], [0.44190, 0.21459, 5.17076], [1.57071, 0.35382, 3.87340], [1.11428, 2.59135, 6.01590], [1.86206, 2.92236, 4.51813], [2.60910, 1.07423, 6.54757], [-6.03781, -2.04358, 3.34394], [-5.37585, -0.73416, 3.51292], [-5.13142, -0.17057, 4.94368], [-4.63440, 1.12894, 4.83135], [-4.13592, 1.48737, 6.09517], [-4.10986, -0.87127, 2.64713], [-7.04144, -1.97807, 3.76408], [-5.64364, -2.95322, 3.79703], [-6.10508, -2.43518, 2.32894], [-6.07296, -0.01883, 3.07653], [-4.45278, -0.80384, 5.51510], [-5.99191, -0.15353, 5.61254], [-3.93584, 2.54103, 5.90063], [-3.23184, 0.96047, 6.40031], [-4.93118, 1.50535, 6.84039], [-4.09466, -1.87764, 2.73138], [-3.21336, -0.69376, 3.07710], [-3.30842, -0.08649, -3.69457], [-3.82249, -0.35734, -2.22605], [-3.49382, -1.71459, -1.66345], [-3.96866, -1.66400, -0.30606], [-4.11963, -3.06125, 0.07625], [-3.36274, 0.63242, -1.30785], [-3.83950, 0.70741, -4.21973], [-3.30531, -0.99145, -4.30213], [-2.24578, 0.11322, -3.55667], [-4.89655, -0.28105, -2.39539], [-2.44940, -2.01816, -1.73512], [-4.02390, -2.49518, -2.20916], [-4.11946, -3.28090, 1.14389], [-3.45629, -3.77798, -0.40789], [-5.11676, -3.43768, -0.15207], [-3.67610, 1.53285, -1.64121], [-2.38743, 0.89047, -1.35563], [-1.13190, 0.27405, -7.19350], [-0.40589, 1.08819, -6.08939], [0.98086, 1.65393, -6.52262], [1.35935, 2.53011, -5.48292], [2.65523, 3.06473, -5.71638], [-1.24868, 2.17030, -5.73548], [-1.04653, 0.85006, -8.11492], [-2.20970, 0.18112, -7.06011], [-0.60807, -0.64376, -7.46060], [-0.31905, 0.53109, -5.15655], [0.89671, 2.32678, -7.37602], [1.76269, 0.93394, -6.76441], [3.32517, 2.26174, -5.40900], [2.94757, 3.90520, -5.08689], [2.99999, 3.33102, -6.71555], [-0.53573, 2.83839, -5.47963], [-1.66341, 2.55578, -6.57184], [-0.80090, -2.71656, 4.78520], [-1.58846, -3.99168, 4.34932], [-1.24493, -5.20526, 5.31109], [-1.66308, -6.41987, 4.63466], [-1.25779, -7.56802, 5.39143], [-2.97046, -3.64358, 4.15628], [0.24908, -3.00636, 4.74437], [-0.91465, -2.35587, 5.80748], [-0.88620, -1.91867, 4.04750], [-1.23912, -4.30526, 3.36559], [-1.51439, -5.15066, 6.36585], [-0.15739, -5.27717, 5.32429], [-1.68602, -8.51324, 5.05784], [-1.55215, -7.52264, 6.43995], [-0.21963, -7.85751, 5.22861], [-3.34737, -3.36022, 5.04945], [-3.43559, -4.50710, 3.91527], [7.79678, -3.10611, -3.26564], [7.22229, -2.20683, -4.32548], [5.69653, -2.16942, -4.30368], [5.24511, -1.22468, -5.33772], [3.83653, -1.01640, -5.24816], [7.74177, -0.90989, -3.93736], [8.86642, -3.10357, -3.05595], [7.60154, -4.17173, -3.38574], [7.36303, -2.89973, -2.28719], [7.55117, -2.55597, -5.30428], [5.28602, -1.86712, -3.34025], [5.34455, -3.17642, -4.52765], [3.31518, -1.91086, -5.58907], [3.51145, -0.28003, -5.98314], [3.52128, -0.66826, -4.26453], [8.72748, -0.83075, -4.14284], [7.40475, -0.17990, -4.54860], [5.28422, 1.74609, 2.79107], [4.25906, 0.66605, 2.44315], [4.67787, -0.14402, 1.23719], [4.79080, 0.77402, 0.16885], [4.92891, 0.11743, -1.06807], [4.13564, -0.21793, 3.64224], [5.25533, 2.46040, 1.96826], [6.32397, 1.57787, 3.07165], [5.01012, 2.22991, 3.72856], [3.32631, 1.16554, 2.18125], [4.08539, -1.03152, 1.01492], [5.57373, -0.75435, 1.35139], [4.91762, 0.69185, -1.99436], [4.10715, -0.56158, -1.29553], [5.86452, -0.44175, -1.05994], [3.60242, 0.38299, 4.25434], [5.03136, -0.41545, 4.06507]], "lowdin_charge": [1.0770, -0.3155, -0.1368, -0.2103, -0.5604, 0.1327, 0.1780, 0.1709, -0.1208, -0.0453, 0.0546, 0.0508, 0.0711, 0.1131, 0.0826, 0.1584, -0.6281, 0.1758, 0.1685, 0.1205, 0.7707, -0.3017, -0.2485, -0.3935, 0.6120, -0.2500, -0.2916, -0.5538, 0.1133, 0.1201, 0.1218, -0.0563, -0.3441, -0.0416, 0.0816, 0.0308, 0.0363, 0.1146, 0.0955, 0.0917, -0.0551, -0.2676, -0.1033, 0.0581, 0.0421, 0.0797, 0.1074, 0.0979, 0.0248, -0.0639, -0.3207, -0.0701, 0.0412, 0.0675, 0.0607, 0.1068, 0.1165, 0.0219, -0.0541, -0.2940, -0.0854, 0.0361, 0.0635, 0.0521, 0.1131, 0.0908, 0.1038, -0.0724, -0.3086, -0.1858, -0.2149, -0.0905, 0.0393, 0.1026, 0.0816, 0.0814, 0.1359, 0.1227, 0.1367, 0.0921, 0.1023, 0.0987, 0.0348, 0.0756, 0.0032, -0.3606, -0.1371, -0.2904, -0.0251, 0.0489, 0.0939, 0.0869, 0.0605, 0.1554, 0.1364, 0.1479, 0.0825, 0.1100, 0.1084, 0.0851, 0.0984, -0.0413, -0.4249, -0.1733, -0.2291, -0.0881, 0.0427, 0.0751, 0.0750, 0.0779, 0.1100, 0.1317, 0.1140, 0.0777, 0.0917, 0.0951, 0.0593, 0.0921, -0.0623, -0.4040, -0.1625, -0.1940, -0.1147, 0.0425, 0.0762, 0.0789, 0.0545, 0.1250, 0.1229, 0.1160, 0.0814, 0.0871, 0.0870, 0.0771, 0.0773, -0.0868, -0.4428, -0.1595, -0.1855, -0.1150, 0.0353, 0.0808, 0.0754, 0.0743, 0.1391, 0.1079, 0.1265, 0.0844, 0.0631, 0.0715, 0.0766, 0.0671, -0.0709, -0.3944, -0.2248, -0.1822, -0.1255, 0.0485, 0.0649, 0.0862, 0.0742, 0.1231, 0.1124, 0.1272, 0.0851, 0.0687, 0.0877, 0.0096, 0.0734], "charge": 1, "spin_multiplicity": 4, "homo_ev": [-10.478, -10.478], "homo_lumo_gap_ev": [4.920, 6.333], "total_energy_ev": -158687.2790, "s2": 3.80}

***

no.,molar mass (g/mol)
1,1229.56
2,259.81
3,1194.33